Entry 1:
{"formula": "C40H50Br2CoF5SSb2", "method": "ωB97M-V/def2-TZVPD", "total_charge": 1, "de_lowest_ev": 1.5683, "e_lumo_ev": [-3.625, -3.615], "orbital_gap_ha": [0.23391, 0.23433], "spin_multiplicity": 4, "species": ["Co", "Br", "C", "Br", "H", "H", "F", "C", "C", "F", "C", "F", "C", "S", "C", "F", "C", "F", "C", "C", "C", "C", "Sb", "C", "C", "C", "C", "C", "C", "C", "C", "H", "H", "H", "H", "H", "H", "H", "H", "H", "H", "H", "H", "H", "H", "H", "H", "H", "H", "H", "H", "H", "H", "H", "H", "H", "H", "H", "C", "C", "C", "C", "C", "C", "C", "Sb", "C", "C", "C", "C", "C", "C", "C", "C", "C", "C", "C", "C", "C", "C", "H", "H", "H", "H", "H", "H", "H", "H", "H", "H", "H", "H", "H", "H", "H", "H", "H", "H", "H", "H", "H"], "positions_angstrom": [[-0.33322, 0.40720, 0.73421], [-0.17869, -0.72051, -1.56638], [-3.03371, -1.93183, 0.44002], [-1.95051, -1.16747, 1.73423], [-3.76640, -2.62726, 0.81292], [-3.18255, -1.35607, -0.45913], [4.78305, 3.17906, 4.87425], [4.15055, 2.46867, 3.94643], [2.78578, 2.24844, 4.04163], [2.10093, 2.74443, 5.07132], [2.13937, 1.51085, 3.06690], [0.81274, 1.32860, 3.21637], [2.80098, 0.98115, 1.96845], [1.94678, 0.14150, 0.67562], [4.17016, 1.20069, 1.91534], [4.89082, 0.70021, 0.89846], [4.84663, 1.93511, 2.87393], [6.15730, 2.13281, 2.76676], [-0.83301, -4.38154, -1.64387], [0.35248, -3.96914, -2.51619], [-0.13427, -3.26509, -3.78077], [1.17754, -5.19334, -2.92565], [1.55302, -2.56494, -1.30661], [2.03593, -3.56218, 0.65752], [2.25052, -5.02114, 0.28527], [0.82860, -3.35904, 1.55900], [3.30136, -2.96370, 1.24120], [3.24336, -1.78522, -2.49424], [2.76562, -0.51795, -3.18717], [4.39561, -1.48476, -1.54267], [3.63345, -2.86726, -3.49522], [-1.50460, -5.00292, -2.24264], [-1.40695, -3.51885, -1.29390], [-0.53379, -4.97326, -0.77965], [-0.66153, -4.00615, -4.38816], [0.68354, -2.87353, -4.38705], [-0.82892, -2.45709, -3.57306], [0.49013, -5.91170, -3.38127], [1.66012, -5.70113, -2.09661], [1.92961, -4.95372, -3.67328], [1.34046, -5.51596, -0.04529], [2.58499, -5.52890, 1.19518], [3.03556, -5.16053, -0.46039], [-0.10880, -3.66605, 1.09297], [0.74709, -2.32034, 1.87391], [0.97361, -3.97914, 2.44935], [4.19598, -3.32549, 0.73791], [3.35326, -3.28520, 2.28616], [3.29172, -1.87711, 1.24205], [2.54486, 0.27385, -2.47114], [1.88480, -0.67956, -3.80962], [3.57484, -0.17342, -3.83730], [4.09142, -0.86333, -0.69913], [5.15231, -0.92840, -2.10282], [4.86711, -2.39472, -1.17341], [2.89118, -3.00054, -4.28046], [3.83176, -3.83124, -3.02408], [4.56428, -2.54990, -3.97358], [-4.47778, 4.85379, 0.50019], [-3.16633, 5.38571, 1.00948], [-3.05569, 6.73967, 1.31983], [-1.87792, 7.28591, 1.80450], [-0.76390, 6.48183, 1.98554], [-0.85219, 5.13290, 1.68026], [-2.03878, 4.58197, 1.19998], [-2.02819, 2.49072, 0.86927], [-3.68159, 1.93464, 2.11179], [-4.87949, 1.40016, 1.63483], [-5.83072, 0.87249, 2.49178], [-5.58801, 0.86579, 3.85786], [-4.41460, 1.41067, 4.34236], [-3.44859, 1.95091, 3.49239], [-2.19434, 2.49779, 4.12765], [-2.59895, 2.32168, -1.19503], [-3.65085, 1.53165, -1.65901], [-3.89814, 1.37627, -3.01562], [-3.07284, 2.00176, -3.93496], [-2.00665, 2.76275, -3.48666], [-1.74839, 2.93599, -2.12891], [-0.57139, 3.77958, -1.71626], [-5.14055, 5.67517, 0.23430], [-4.97783, 4.25108, 1.26076], [-4.34578, 4.22785, -0.38443], [-3.91945, 7.37735, 1.17702], [-1.83222, 8.34073, 2.04005], [0.16195, 6.89654, 2.36002], [0.02003, 4.50180, 1.81705], [-5.10107, 1.41431, 0.58053], [-6.75642, 0.47669, 2.09630], [-6.31374, 0.44650, 4.54187], [-4.23088, 1.42148, 5.41048], [-2.45088, 3.14004, 4.97016], [-1.58506, 3.09733, 3.45323], [-1.56778, 1.68974, 4.51084], [-4.29511, 1.01468, -0.96603], [-4.73193, 0.77224, -3.34836], [-3.25403, 1.89541, -4.99608], [-1.34965, 3.23664, -4.20631], [0.04537, 4.02310, -2.57962], [0.06612, 3.26144, -0.99202], [-0.89262, 4.71601, -1.25827]], "forces_ev_per_a": [[0.531, 0.653, 0.369], [-0.170, -0.239, 0.077], [-0.129, 0.143, 0.017], [-0.296, -0.246, 0.255], [0.010, -0.071, 0.010], [0.078, 0.004, -0.054], [-0.021, -0.031, -0.028], [-0.024, -0.021, -0.030], [0.038, -0.013, 0.007], [0.009, 0.002, -0.014], [-0.081, 0.086, 0.170], [0.051, -0.002, -0.069], [-0.168, -0.217, -0.078], [-0.109, 0.252, -0.138], [0.202, 0.012, -0.032], [-0.094, 0.039, 0.040], [-0.074, -0.001, 0.039], [0.003, -0.010, 0.010], [-0.061, 0.062, -0.080], [0.191, 0.007, 0.102], [-0.012, -0.042, 0.003], [-0.099, -0.039, -0.028], [0.084, 0.052, -0.320], [-0.197, 0.382, -0.314], [0.008, -0.063, 0.172], [0.119, -0.109, 0.057], [-0.009, -0.107, 0.169], [-0.126, -0.026, 0.248], [0.057, 0.017, -0.040], [0.008, 0.087, -0.018], [0.092, 0.066, -0.018], [-0.018, -0.005, -0.021], [0.013, -0.033, -0.012], [0.005, -0.009, 0.008], [-0.009, -0.007, -0.014], [0.012, -0.003, 0.007], [-0.045, 0.038, 0.015], [-0.009, -0.007, -0.026], [-0.005, -0.017, -0.011], [0.006, 0.018, -0.003], [0.008, -0.004, 0.015], [0.003, -0.022, -0.001], [0.013, 0.015, 0.012], [0.015, -0.002, 0.003], [0.031, 0.006, -0.020], [-0.007, 0.020, 0.034], [0.007, -0.004, -0.028], [0.031, -0.055, -0.001], [-0.012, -0.011, 0.016], [0.012, -0.003, 0.015], [0.006, -0.018, -0.025], [0.018, 0.016, 0.001], [0.038, -0.054, -0.139], [0.028, -0.019, -0.021], [0.001, -0.035, 0.014], [-0.030, -0.014, 0.002], [0.029, -0.001, 0.015], [-0.003, 0.006, -0.032], [0.003, -0.018, 0.000], [-0.016, 0.054, -0.012], [-0.021, 0.022, -0.004], [0.002, -0.006, 0.002], [-0.009, -0.026, -0.007], [0.008, 0.020, -0.001], [0.232, 0.000, 0.030], [-0.142, -0.443, -0.301], [0.011, -0.148, -0.006], [0.012, 0.077, 0.005], [0.021, 0.015, 0.045], [-0.037, -0.017, -0.034], [0.024, 0.042, 0.035], [0.010, -0.050, 0.018], [0.006, -0.017, -0.010], [-0.111, 0.069, -0.012], [0.069, -0.020, 0.001], [0.035, -0.011, -0.008], [-0.026, -0.029, -0.008], [0.056, 0.005, -0.011], [-0.023, 0.009, -0.019], [0.006, 0.001, -0.005], [-0.020, -0.002, -0.009], [0.007, -0.005, -0.002], [0.006, 0.000, 0.010], [-0.009, 0.013, -0.002], [0.002, 0.014, -0.006], [0.014, 0.009, 0.004], [0.016, -0.017, 0.010], [-0.040, 0.048, -0.027], [-0.014, -0.012, -0.016], [-0.018, 0.012, 0.006], [-0.001, 0.011, 0.012], [0.004, -0.002, 0.019], [-0.009, 0.005, 0.024], [0.019, -0.005, -0.008], [-0.015, -0.035, 0.010], [-0.014, -0.014, 0.006], [-0.004, -0.002, -0.016], [-0.007, 0.025, -0.003], [0.014, 0.001, -0.004], [0.004, -0.003, 0.001], [0.003, 0.007, 0.008]], "mulliken_charge": [0.67, -0.18, -0.89, -0.02, 0.36, 0.47, -0.30, 0.67, -0.03, -0.31, -0.29, -0.24, 0.55, -0.12, -0.28, -0.34, 0.07, -0.29, -1.65, 1.58, -1.64, -1.60, 0.68, 1.82, -1.87, -1.44, -1.87, 2.02, -2.05, -1.91, -1.69, 0.54, 0.26, 0.25, 0.54, 0.25, 0.32, 0.51, 0.28, 0.35, 0.36, 0.57, 0.38, 0.27, 0.11, 0.53, 0.34, 0.57, 0.37, 0.36, 0.38, 0.56, 0.53, 0.60, 0.27, 0.35, 0.37, 0.53, -1.00, 0.37, -0.76, -0.72, -0.72, -0.52, 0.90, 1.37, 0.85, -0.76, -0.98, -0.73, -0.66, 0.67, -1.63, 1.00, -0.42, -1.00, -0.79, -0.77, 0.76, -1.62, 0.49, 0.18, 0.09, 0.42, 0.41, 0.45, 0.55, 0.40, 0.48, 0.41, 0.47, 0.49, 0.03, 0.33, 0.05, 0.48, 0.43, 0.42, 0.51, 0.17, 0.31]}

=====

Entry 2:
{"formula": "C40H50Cl2N6O9", "method": "ωB97M-V/def2-TZVPD", "total_charge": 0, "smiles": "COC(=O)OC.COC(=O)OC.COC(=O)OC.c1ccncc1.c1ccncc1.c1ccncc1.c1ccncc1.c1ccncc1.c1ccncc1.ClCCl", "e_lumo_ev": 0.413, "orbital_gap_ha": 0.36395, "spin_multiplicity": 1, "species": ["C", "O", "C", "O", "O", "C", "H", "H", "H", "H", "H", "H", "C", "O", "C", "O", "O", "C", "H", "H", "H", "H", "H", "H", "C", "O", "C", "O", "O", "C", "H", "H", "H", "H", "H", "H", "C", "C", "C", "N", "C", "C", "H", "H", "H", "H", "H", "C", "C", "C", "N", "C", "C", "H", "H", "H", "H", "H", "C", "C", "C", "N", "C", "C", "H", "H", "H", "H", "H", "C", "C", "C", "N", "C", "C", "H", "H", "H", "H", "H", "C", "C", "C", "N", "C", "C", "H", "H", "H", "H", "H", "C", "C", "C", "N", "C", "C", "H", "H", "H", "H", "H", "Cl", "C", "Cl", "H", "H"], "positions_angstrom": [[13.36550, 4.79331, 13.58036], [13.23562, 4.20515, 14.93664], [12.77498, 2.93915, 14.87878], [12.80573, 2.24179, 13.92420], [12.10811, 2.56806, 16.01509], [11.52560, 1.26691, 16.03669], [12.49641, 4.45605, 13.05281], [14.19810, 4.37352, 13.01642], [13.39040, 5.87322, 13.74186], [10.61009, 1.22011, 15.41708], [11.30899, 0.94557, 17.00497], [12.14295, 0.46468, 15.56224], [9.86017, 2.98722, 19.00117], [10.50242, 3.49460, 20.22980], [9.84648, 3.16487, 21.32965], [8.82532, 2.53500, 21.40939], [10.66032, 3.46671, 22.37481], [10.33268, 2.83457, 23.58616], [8.96116, 3.46117, 18.77388], [9.67014, 1.91135, 19.01973], [10.70779, 3.21309, 18.32463], [10.98765, 3.33860, 24.31766], [10.45210, 1.73420, 23.42045], [9.27132, 3.00862, 23.83975], [14.21932, -2.16896, 22.64431], [12.98494, -2.73430, 22.11889], [11.88707, -2.06940, 22.51500], [11.89328, -1.17878, 23.34913], [10.74714, -2.38665, 21.88867], [9.58067, -1.78869, 22.52098], [14.20618, -1.10364, 22.40966], [14.92498, -2.65983, 22.05776], [14.34789, -2.34676, 23.68009], [8.71145, -2.15296, 21.91493], [9.71098, -0.69547, 22.44600], [9.54226, -2.04486, 23.55393], [15.56533, 4.10564, 23.22491], [15.44201, 3.63139, 24.52252], [14.42397, 2.72831, 24.75626], [13.56363, 2.32089, 23.84810], [13.71985, 2.75832, 22.56164], [14.67833, 3.67508, 22.25680], [16.35324, 4.85061, 23.12242], [16.18803, 3.98146, 25.26024], [14.24332, 2.33298, 25.76369], [13.16824, 2.37842, 21.73256], [14.72581, 4.00937, 21.21793], [11.28720, -0.32592, 28.26931], [12.03542, 0.65019, 28.93187], [12.56774, 1.69429, 28.12941], [12.38749, 1.82779, 26.85720], [11.74941, 0.80182, 26.21394], [11.19750, -0.31359, 26.91337], [10.88489, -1.07767, 28.85694], [12.28230, 0.60854, 29.97211], [13.05317, 2.50361, 28.73423], [11.64540, 1.01249, 25.15284], [10.58403, -0.99547, 26.37655], [6.22238, -1.00741, 29.35413], [5.16320, -1.82144, 29.68474], [4.89584, -2.96699, 28.94047], [5.57311, -3.30452, 27.85536], [6.56970, -2.45299, 27.50825], [6.86367, -1.31924, 28.16506], [6.44107, -0.20833, 30.10011], [4.57095, -1.56351, 30.55542], [4.10559, -3.64321, 29.30556], [6.99417, -2.61082, 26.50047], [7.73791, -0.75198, 27.86552], [4.97668, 1.39898, 22.86869], [6.28807, 1.31464, 23.33337], [6.70078, 0.23250, 24.12829], [5.88802, -0.72787, 24.45492], [4.61814, -0.66091, 23.98072], [4.13891, 0.38998, 23.23025], [4.67205, 2.24111, 22.21003], [7.03115, 2.05993, 23.02849], [7.70974, 0.27577, 24.37949], [3.94668, -1.54748, 24.16407], [3.03810, 0.53729, 23.03231], [11.10167, 5.06234, 26.16485], [10.01218, 5.61660, 26.78947], [9.59226, 6.95195, 26.49863], [10.23371, 7.72761, 25.62737], [11.25500, 7.16582, 24.91985], [11.72720, 5.82529, 25.14602], [11.42464, 4.06483, 26.32040], [9.48019, 5.13565, 27.63550], [8.66812, 7.32889, 26.98592], [11.80037, 7.75393, 24.21267], [12.51728, 5.49600, 24.49355], [10.63846, 6.91761, 20.75141], [9.75229, 7.03313, 19.74699], [10.20909, 6.73876, 18.49049], [11.43829, 6.25132, 18.20810], [12.27514, 6.05012, 19.18785], [11.86362, 6.30833, 20.47387], [10.38162, 7.26450, 21.72056], [8.74097, 7.41580, 20.00834], [9.64487, 6.79641, 17.61525], [13.25473, 5.65130, 18.91580], [12.45425, 6.06070, 21.32266], [4.82381, 1.38211, 19.29549], [6.48105, 1.09477, 19.84014], [7.24496, -0.02567, 18.70574], [6.97189, 2.07376, 19.90434], [6.45082, 0.58293, 20.77458]], "forces_ev_per_a": [[-0.124, -0.664, 1.055], [-0.148, -0.487, -0.302], [-1.279, 0.545, 1.250], [0.440, -0.960, -1.510], [0.940, 0.774, 0.235], [0.225, -0.946, -3.108], [-0.626, 0.322, -0.437], [0.321, 0.258, 0.443], [0.150, -0.358, -0.136], [0.211, 0.435, 0.406], [-0.220, 0.126, 1.744], [0.094, 0.923, 0.410], [3.201, -0.427, 0.242], [-1.478, -0.441, -0.618], [1.906, -0.651, 1.017], [-0.532, 0.240, -0.071], [-0.688, 0.631, -1.526], [-0.682, -0.440, 0.485], [-1.313, 1.223, -0.301], [0.226, 0.074, 0.427], [-1.077, -0.150, -0.314], [-0.333, -0.993, -0.249], [0.273, 0.804, 0.689], [0.419, 0.046, 0.033], [-1.672, 0.910, -0.999], [-1.267, 0.197, 0.178], [-0.197, 1.505, 0.797], [0.545, -0.644, -0.156], [0.617, -0.971, 0.111], [0.034, 0.569, -1.905], [0.198, -0.048, 0.305], [1.488, -0.755, -0.720], [-0.068, -0.171, 0.984], [0.821, 0.359, 0.762], [-0.425, -0.423, -0.011], [-0.195, -0.421, 0.692], [0.433, 0.669, 1.173], [0.848, 0.416, -0.599], [-0.213, -0.178, 1.360], [-0.497, -0.431, -1.939], [0.570, -0.198, 2.113], [0.697, 0.716, -1.254], [-0.234, -0.144, -0.790], [-0.811, -0.490, -0.212], [0.165, 0.220, -0.482], [-0.982, -0.476, 0.075], [0.227, 0.061, 0.322], [1.620, 1.267, 1.064], [0.360, 0.375, -2.060], [-0.208, -0.049, 3.818], [-0.759, -1.157, -1.827], [-0.124, 0.391, 1.200], [0.324, 2.371, -1.905], [-0.963, -1.539, 0.820], [-0.217, 0.015, 0.423], [-0.108, -0.488, -1.036], [0.008, -0.682, 0.091], [-0.146, -0.671, -0.387], [-0.706, 0.177, 0.826], [-0.193, 0.061, 0.562], [-0.397, -0.244, 0.407], [0.547, 0.382, 0.077], [-1.553, -1.481, -2.194], [1.905, 1.628, 1.471], [0.218, -0.380, -1.257], [-0.050, -0.300, -0.002], [0.343, 0.249, -0.475], [0.053, -0.235, 0.796], [-0.171, 0.173, -0.241], [1.521, 1.335, -0.300], [0.279, 0.420, -0.539], [-1.579, 2.176, -1.737], [-1.321, -1.513, -0.049], [0.062, -1.281, 0.587], [-2.561, 0.146, 0.148], [0.102, -0.712, 0.697], [-0.283, -0.261, 0.178], [1.642, -0.622, 1.021], [0.885, 1.088, 0.158], [1.311, -0.770, -0.049], [0.348, 1.239, -1.728], [-1.057, 1.278, 1.237], [0.463, -1.210, -0.099], [0.398, -0.521, -0.842], [-0.199, -2.132, 1.955], [-1.627, 2.042, 0.390], [0.297, -0.779, 0.498], [0.410, -0.025, -0.850], [0.894, 0.006, -0.322], [-0.072, 0.588, -0.344], [0.252, -0.454, 0.152], [1.681, -1.057, 0.314], [-1.922, 1.186, -0.354], [1.421, -1.201, -0.464], [-1.175, 0.765, -1.126], [-0.022, -0.375, 0.587], [0.025, 0.696, 1.321], [-0.051, -0.118, 0.918], [0.755, -0.249, -0.795], [-1.326, 0.361, -1.062], [-0.204, 0.026, 0.301], [0.820, -0.059, 0.432], [-0.361, 0.176, 0.105], [-0.202, 0.350, -0.613], [0.509, 0.150, -0.090], [0.137, -0.665, -0.105], [-0.022, -0.045, 0.627]], "mulliken_charge": [-0.65, -0.28, 0.65, -0.53, -0.17, -0.80, 0.33, 0.28, 0.22, 0.31, 0.31, 0.34, -0.51, 0.07, 0.22, -0.59, 0.07, 0.55, 0.35, 0.16, 0.10, -0.64, -0.23, 0.41, -0.54, -0.37, 0.78, -0.53, -0.36, -0.21, 0.22, 0.25, 0.28, 0.25, -0.07, 0.30, -0.39, -0.66, -0.13, 0.19, -0.40, -0.50, 0.35, 0.39, 0.20, 0.47, 0.45, -0.30, -0.78, -0.08, -0.11, 0.03, -1.15, 0.54, 0.43, 0.30, 0.54, 0.61, -0.48, -0.20, -0.24, -0.56, -0.04, -0.23, 0.34, 0.34, 0.33, 0.34, 0.40, -0.28, -0.42, -0.55, -0.25, -0.45, -0.36, 0.52, 0.33, 0.85, 0.30, 0.32, 0.32, -0.63, -0.27, -0.64, -0.53, -0.11, 0.49, 0.35, 0.33, 0.49, 0.29, -0.42, -0.32, -0.55, -0.53, -0.38, 0.08, 0.48, 0.36, 0.48, 0.39, 0.40, -0.20, 0.56, -0.20, 0.01, -0.16]}

=====

| no. | calculated total energy (eV) |
| --- | --- |
| 1 | -257492.414 |
| 2 | -94700.200 |